No. 1
{"formula": "C24H61N16O9", "method": "the ωB97M-V functional and the def2-TZVPD basis", "orbital_gap_ev": 6.343, "max_force_ev_per_a": 1.03, "total_charge": -1, "total_energy_ha": -2504.675244, "species": ["C", "C", "C", "N", "C", "C", "C", "N", "C", "C", "C", "C", "C", "C", "C", "C", "C", "C", "C", "O", "O", "H", "H", "H", "H", "H", "H", "H", "H", "H", "H", "H", "H", "H", "H", "H", "H", "H", "H", "H", "H", "H", "H", "H", "H", "H", "H", "H", "H", "H", "H", "H", "H", "H", "C", "O", "N", "N", "H", "H", "H", "H", "C", "O", "N", "N", "H", "H", "H", "H", "C", "O", "N", "N", "H", "H", "H", "H", "C", "O", "N", "N", "H", "H", "H", "H", "C", "O", "N", "N", "H", "H", "H", "H", "C", "O", "N", "N", "H", "H", "H", "H", "C", "O", "N", "N", "H", "H", "H", "H"], "xyz": [[4.2930, -1.0230, 1.3767], [4.0388, 0.1540, 0.4384], [2.7754, 0.8806, 0.8912], [2.3598, 2.0125, 0.0581], [1.1936, 1.7256, -0.8211], [1.1531, 2.8405, -1.8630], [1.1139, 4.2506, -1.2784], [1.4484, 0.4090, -1.3985], [0.4843, -0.1062, -2.3732], [-0.7737, -0.7641, -1.7760], [-0.5567, -1.5783, -0.4852], [-0.2806, -3.0432, -0.8421], [-1.7685, -1.3990, 0.4440], [-3.0907, -2.0482, -0.0027], [-3.9468, -1.1826, -0.8964], [-4.4575, 0.0002, -0.5700], [-5.3400, 0.7526, -1.5380], [-4.2229, 0.6634, 0.7561], [-0.1299, 1.7674, 0.0414], [-0.0393, 1.3758, 1.2216], [-1.1260, 2.2429, -0.5140], [5.3510, -1.2717, 1.4247], [3.9602, -0.7411, 2.3764], [3.7444, -1.8902, 1.0125], [3.9604, -0.2120, -0.5825], [4.8767, 0.8486, 0.5084], [3.0318, 1.2874, 1.8770], [1.9558, 0.1879, 1.0679], [2.0745, 2.7430, 0.6926], [2.0339, 2.7379, -2.5058], [0.2781, 2.7085, -2.4942], [0.5178, 4.3111, -0.3712], [2.1234, 4.6102, -1.0697], [0.6605, 4.9205, -2.0087], [2.3339, 0.5041, -1.8858], [0.1518, 0.6386, -3.1040], [1.0236, -0.8663, -2.9469], [-1.5080, 0.0151, -1.5929], [-1.2033, -1.4245, -2.5343], [0.3127, -1.2147, 0.0557], [0.6326, -3.0752, -1.4370], [-0.1873, -3.6860, 0.0335], [-1.0637, -3.4336, -1.4932], [-1.9365, -0.3284, 0.4885], [-1.5218, -1.7006, 1.4655], [-2.9445, -3.0118, -0.4914], [-3.6632, -2.2661, 0.9067], [-4.1630, -1.5620, -1.8910], [-6.3783, 0.4354, -1.4339], [-5.2955, 1.8239, -1.3620], [-5.0382, 0.5307, -2.5606], [-3.2920, 1.2359, 0.7295], [-5.0315, 1.3575, 0.9903], [-4.1685, -0.0618, 1.5708], [8.3667, -0.9533, -0.1042], [7.2489, -0.5168, -0.2829], [8.7467, -1.5338, 1.0789], [9.3430, -0.9023, -1.0688], [9.6631, -1.8987, 1.2498], [8.0546, -1.5857, 1.8030], [9.0964, -0.4787, -1.9428], [10.2715, -1.2532, -0.9383], [2.4566, -5.3263, -2.7901], [1.2650, -5.1425, -2.9478], [2.9830, -5.6752, -1.5774], [3.3682, -5.1810, -3.8044], [3.9617, -5.8094, -1.4145], [2.3422, -5.7573, -0.8105], [3.0149, -4.9082, -4.7009], [4.3540, -5.3097, -3.6854], [-8.1729, 1.1741, 0.8332], [-8.5100, 1.4895, -0.2959], [-7.8401, 2.0797, 1.7940], [-8.0712, -0.1408, 1.2155], [-7.5444, 1.8435, 2.7231], [-7.8870, 3.0483, 1.5438], [-8.2709, -0.8355, 0.5219], [-7.7657, -0.4272, 2.1250], [6.1532, 6.1278, -0.5589], [7.3446, 6.3941, -0.5326], [5.6762, 4.8781, -0.8143], [5.1895, 7.0772, -0.3317], [4.6995, 4.6437, -0.8306], [6.3477, 4.1528, -0.9806], [5.5011, 8.0090, -0.1393], [4.2069, 6.8796, -0.3472], [-7.0898, 3.2087, 5.7115], [-7.2819, 2.9295, 4.5406], [-5.8734, 3.0410, 6.3085], [-8.0779, 3.7148, 6.5103], [-5.6900, 3.2671, 7.2667], [-5.1299, 2.6807, 5.7393], [-8.9789, 3.8492, 6.0924], [-7.9427, 3.9558, 7.4728], [-2.7045, -3.5952, -5.4518], [-3.8966, -3.3906, -5.5955], [-2.1457, -3.9572, -4.2623], [-1.8158, -3.4796, -6.4939], [-1.1655, -4.1332, -4.1280], [-2.7611, -4.0384, -3.4747], [-2.1871, -3.2057, -7.3825], [-0.8309, -3.6324, -6.3965], [2.0007, -2.0271, 4.5950], [2.8255, -2.8300, 5.0046], [0.8783, -2.4070, 3.9130], [2.1341, -0.6809, 4.7713], [0.2062, -1.7571, 3.5474], [0.7533, -3.3863, 3.7461], [2.9555, -0.3579, 5.2442], [1.4699, -0.0107, 4.4288]], "forces_ev_per_a": [[0.1, 0.2, -0.2], [0.0, 0.1, 0.3], [0.3, 0.1, 0.4], [0.2, -0.5, -0.4], [0.3, 0.5, 0.7], [-0.1, 0.0, -0.2], [0.1, 0.0, -0.3], [-0.2, 0.1, -0.4], [-0.1, -0.5, 0.0], [0.3, 0.3, 0.3], [-0.6, -0.5, -0.1], [0.1, 0.5, -0.3], [0.1, 0.1, -0.3], [-0.2, 0.2, 0.2], [0.1, -0.1, -0.1], [-0.2, 0.1, 0.0], [0.2, -0.4, 0.0], [-0.1, 0.0, 0.1], [0.3, -0.1, 0.1], [0.1, -0.2, 0.5], [-0.8, 0.2, -0.6], [0.1, -0.1, -0.1], [-0.1, -0.3, 0.1], [-0.1, -0.2, 0.3], [0.0, 0.1, -0.1], [0.1, 0.1, -0.3], [-0.1, 0.0, 0.1], [0.0, -0.1, -0.1], [-0.1, 0.1, 0.0], [0.1, 0.0, 0.0], [-0.1, -0.1, 0.1], [-0.1, -0.1, 0.1], [0.0, 0.1, 0.1], [0.0, 0.2, 0.0], [0.1, -0.1, 0.1], [0.0, 0.1, 0.0], [0.1, 0.0, 0.0], [0.0, 0.1, 0.1], [-0.1, 0.0, -0.1], [0.1, 0.3, 0.0], [0.1, -0.3, 0.1], [0.1, -0.1, 0.1], [-0.1, -0.2, 0.1], [0.1, 0.1, 0.3], [0.1, -0.2, 0.0], [0.2, -0.1, 0.0], [-0.1, -0.1, 0.0], [0.0, 0.0, -0.1], [-0.1, 0.2, 0.1], [0.0, 0.1, -0.1], [0.0, 0.1, -0.1], [0.0, 0.1, 0.0], [-0.1, 0.0, 0.0], [0.2, 0.0, 0.0], [0.0, 0.0, 0.1], [0.1, 0.0, -0.1], [0.0, 0.0, 0.0], [0.0, 0.0, 0.0], [0.0, 0.0, 0.0], [0.0, 0.0, 0.0], [0.0, 0.0, 0.0], [0.0, 0.0, 0.0], [0.2, 0.2, 0.2], [-0.2, -0.1, -0.3], [0.0, -0.1, -0.1], [-0.1, -0.1, 0.0], [0.0, 0.1, 0.0], [0.0, 0.1, 0.0], [0.0, 0.0, 0.0], [0.0, 0.0, 0.0], [0.3, -0.1, 0.0], [-0.2, 0.0, 0.0], [-0.2, -0.1, -0.1], [-0.2, 0.0, 0.0], [0.0, 0.1, 0.1], [0.0, 0.0, 0.0], [0.1, 0.0, 0.0], [0.1, 0.0, 0.0], [-0.1, 0.0, 0.0], [0.0, 0.0, 0.0], [0.0, 0.0, -0.1], [0.0, 0.0, 0.0], [0.0, -0.1, 0.1], [0.0, 0.0, 0.0], [0.0, 0.0, 0.0], [0.0, 0.0, 0.0], [0.1, 0.0, 0.0], [-0.1, 0.0, 0.0], [-0.1, 0.0, 0.0], [0.0, 0.0, 0.0], [0.0, 0.0, 0.0], [0.0, 0.0, 0.0], [0.0, 0.0, 0.0], [0.0, 0.0, 0.0], [0.2, 0.0, 0.0], [0.0, 0.0, 0.0], [0.0, -0.1, 0.0], [0.0, -0.1, 0.0], [0.0, 0.0, 0.0], [0.0, 0.1, 0.0], [0.0, 0.0, 0.0], [0.0, 0.0, 0.1], [0.0, 0.0, -0.3], [0.0, 0.0, 0.1], [0.0, 0.0, 0.2], [-0.1, 0.1, 0.2], [0.1, 0.0, -0.1], [0.0, 0.0, 0.0], [0.0, 0.0, 0.0], [0.0, 0.0, -0.2]], "lowdin_charge": [-0.11, -0.26, -0.26, 0.02, -0.43, -0.20, -0.10, 0.02, -0.19, -0.14, -0.35, -0.07, -0.17, -0.19, -0.10, -0.34, -0.06, -0.05, -0.68, -0.04, -0.02, 0.04, 0.05, 0.07, 0.09, 0.09, 0.11, 0.09, 0.10, 0.11, 0.10, 0.07, 0.04, 0.07, 0.10, 0.10, 0.11, 0.09, 0.10, 0.11, 0.06, 0.07, 0.05, 0.07, 0.10, 0.09, 0.10, 0.10, 0.06, 0.08, 0.07, 0.07, 0.06, 0.07, -0.68, 0.04, 0.15, 0.14, 0.09, 0.10, 0.10, 0.08, -0.68, 0.02, 0.16, 0.15, 0.09, 0.10, 0.10, 0.09, -0.70, 0.01, 0.16, 0.15, 0.05, 0.10, 0.10, 0.09, -0.69, 0.00, 0.16, 0.14, 0.08, 0.10, 0.09, 0.09, -0.67, 0.02, 0.15, 0.15, 0.09, 0.11, 0.10, 0.09, -0.69, 0.02, 0.17, 0.14, 0.08, 0.10, 0.09, 0.08, -0.70, 0.00, 0.16, 0.15, 0.09, 0.10, 0.10, 0.10]}

No. 2
{"formula": "C4H17NO3", "method": "the ωB97M-V functional and the def2-TZVPD basis", "orbital_gap_ev": 10.465, "max_force_ev_per_a": 11.37, "total_energy_ha": -442.962555, "de_lowest_kj_mol": 301.16, "species": ["C", "N", "C", "C", "C", "H", "H", "H", "H", "H", "H", "H", "H", "H", "H", "H", "O", "H", "H", "O", "H", "H", "O", "H", "H"], "xyz": [[-1.8200, 0.0719, 1.0077], [-0.4431, 0.2672, 0.3964], [-0.1355, -0.8162, -0.6404], [-1.3807, -1.4737, -1.2577], [0.7734, -1.8202, 0.0429], [-2.6846, 0.1773, 0.2761], [-2.0125, 0.6622, 1.9086], [-1.7273, -1.0464, 1.3350], [-0.5939, 1.1428, -0.2511], [0.5226, -0.2476, -1.3714], [-0.8648, -2.2170, -1.9529], [-2.2120, -0.9013, -1.6561], [-1.7603, -2.0806, -0.5592], [1.1892, -1.4170, 0.9850], [1.7122, -1.9196, -0.5676], [0.3007, -2.6999, 0.3647], [0.0760, 2.3559, -2.6688], [-0.7088, 2.4964, -2.9296], [0.4552, 2.2123, -1.7782], [2.8442, -0.0963, 2.0355], [2.0313, -0.3140, 2.5468], [2.4208, 0.2404, 1.1649], [1.4052, 2.5808, 0.8784], [1.7452, 2.9487, 1.6086], [0.8676, 1.8938, 1.0824]], "forces_ev_per_a": [[0.8, -2.6, -0.3], [-2.2, 2.7, -2.2], [0.3, 2.1, 0.6], [3.4, 0.2, -2.8], [2.1, 1.4, 0.0], [1.1, -0.1, 0.9], [0.3, 0.1, -0.3], [-0.8, 2.0, -0.2], [0.4, -1.8, 1.7], [-1.1, -0.8, 0.4], [-1.3, 1.0, 0.1], [0.5, 0.4, -0.5], [-1.7, -2.3, 2.8], [-0.5, 0.1, -0.5], [-1.1, -0.8, 0.4], [-0.5, -1.6, -0.2], [10.9, -2.0, 2.4], [-9.2, 1.5, -1.5], [-1.6, 0.6, -0.8], [-2.0, 0.6, -1.6], [0.9, 0.2, -0.3], [1.2, -0.6, 2.1], [0.7, 1.4, -5.5], [1.9, 1.9, 4.2], [-2.6, -3.4, 1.2]], "lowdin_charge": [-0.12, -0.13, -0.44, -0.07, -0.07, 0.08, 0.06, 0.11, 0.11, 0.14, 0.12, 0.08, 0.01, 0.05, 0.10, 0.06, 0.03, -0.09, 0.05, -0.11, 0.04, 0.05, 0.04, -0.02, -0.07]}